Entry 1:
The following is a DFT calculation (the ωB97M-V functional and the def2-TZVPD basis) of 2 unconnected molecules or ions with the total composition C4H7N2OS in a non-equilibrium geometry.

Summary:
- Multiplicity: 1
- LUMO (spin up / spin down): -6.8 / -6.8 eV
- Energy above the lowest of the compared OMol25 structures with the same formula, charge and spin: 131.2 kcal per mole
- Net charge: +1

Cartesian coordinates (Å):
S1 2.906 1.184 1.691
H1 -1.402 -0.304 2.150
H2 -1.184 -1.884 1.248
C1 0.197 1.206 -1.262
H3 0.308 2.499 -2.874
H4 -1.493 -1.501 -1.086
N1 0.140 0.893 0.171
C2 0.714 2.285 -1.820
C3 -0.812 -1.009 1.568
H5 0.821 1.198 0.907
H6 0.869 3.169 -1.307
N2 -1.052 -0.611 -0.901
H7 0.150 -1.167 1.994
C4 -0.540 -0.319 0.251
O1 -0.464 0.136 -1.909

***

Entry 2:
The following is a DFT calculation (the ωB97M-V functional and the def2-TZVPD basis) of 2 unconnected molecules or ions with the total composition C4H7N2OS in a non-equilibrium geometry.

Summary:
- Multiplicity: 1
- LUMO: -6.0 eV
- Energy above the lowest of the compared OMol25 structures with the same formula, charge and spin: 51.7 kcal per mole
- Net charge: +1

Cartesian coordinates (Å):
H1 -2.795 0.805 0.354
H2 1.265 -1.886 -0.366
C1 0.998 1.204 -0.718
H3 3.669 -0.894 -0.978
C2 -2.383 -0.893 1.124
S1 3.434 1.466 -0.731
C3 1.456 -0.136 -0.771
C4 2.865 -0.157 -0.771
H4 -3.906 0.428 1.524
H5 -2.777 -1.648 1.779
H6 0.012 1.505 -0.966
N1 1.905 2.135 -0.682
O1 0.696 -1.200 -0.614
H7 -1.460 -0.946 0.692
N2 -2.977 0.217 1.125

***

Entry 3:
The following is a DFT calculation (the ωB97M-V functional and the def2-TZVPD basis) of a gas-phase ion, C4H7N2S (charge +1) in a non-equilibrium geometry.

Summary:
- Multiplicity: 1
- LUMO (spin up / spin down): -5.7 / -5.7 eV
- Energy above the lowest of the compared OMol25 structures with the same formula, charge and spin: 130.2 kcal per mole
- Net charge: +1

Cartesian coordinates (Å):
H1 -3.050 0.647 -0.357
H2 -0.265 -2.344 0.530
H3 2.786 0.584 1.197
C1 -1.911 -1.011 0.031
C2 -0.609 -1.425 0.280
C3 -1.180 1.098 -0.660
N1 0.402 -0.544 0.159
H4 1.737 1.588 0.004
N2 -2.144 0.269 -0.333
H5 -1.203 2.121 -0.574
C4 2.573 0.765 0.161
H6 3.567 0.813 -0.173
H7 -2.548 -1.818 0.224
S1 1.844 -0.742 -0.488